i) The following is a quantum chemistry calculation of a cluster of 2 separate species, C3H9NO3 in total, from OMol25.

Last column: Löwdin charge in e.
Positions of all 16 atoms, in Å:
1 C -0.318 -0.699 0.519  -0.2902
2 C 0.321 -0.228 -0.754  -0.0609
3 C -0.558 0.970 -1.159  -0.4835
4 O -0.096 2.031 -0.165  0.0040
5 O -1.783 0.685 -1.203  0.1469
6 N -1.111 -1.902 0.302  0.0669
7 H -0.879 0.109 1.040  0.1366
8 H 0.447 -0.821 1.304  0.1278
9 H 0.048 -1.040 -1.503  0.1498
10 H 1.376 0.156 -0.692  0.1304
11 H -0.119 1.334 -2.151  0.2250
12 H -2.091 -1.897 0.380  0.0643
13 H -0.665 -2.644 0.887  0.1108
14 H 2.728 1.233 1.675  -0.0914
15 H 0.710 1.732 0.323  0.0234
16 O 1.989 0.981 1.197  -0.2598

Summary:
Gap between HOMO and LUMO ... 0.1536 Eh

=====

ii) The following is a quantum chemistry calculation of a structure of composition C3H9NO3, from OMol25.

Last column: Löwdin charge in e.
Positions of all 16 atoms, in Å:
1 C 0.552 0.494 0.750  -0.5982
2 C 0.605 0.851 -0.660  -0.0347
3 C -1.349 -0.196 -0.557  -0.1341
4 N -1.041 -1.635 -0.205  0.0484
5 O 0.180 1.488 1.583  0.1095
6 O 0.889 -0.631 1.206  -0.0159
7 O 2.255 1.526 -0.242  -0.2289
8 H 0.521 1.262 2.461  0.1333
9 H -0.163 -1.550 0.486  0.1178
10 H 2.857 0.771 -0.318  0.0064
11 H -1.789 -2.145 0.272  0.1356
12 H -0.794 -2.152 -1.047  0.1379
13 H 0.933 0.113 -1.371  0.1027
14 H 0.187 1.784 -0.995  0.1100
15 H -2.043 0.197 0.184  0.0593
16 H -1.800 -0.178 -1.548  0.0510

Summary:
Gap between HOMO and LUMO ... 0.2789 Eh

=====

Which one sits at the bottom of the stability order? i) does.

=====

i) The following is a quantum chemistry calculation of a cluster of 2 separate species, C3H9NO3 in total, from OMol25.

Last column: Löwdin charge in e.
Positions of all 16 atoms, in Å:
1 N 0.639 1.139 -1.007  0.1918
2 C -0.325 0.697 -0.177  -0.4772
3 O -0.794 1.343 0.744  0.0516
4 C -1.213 -0.474 -0.777  -0.4077
5 O -2.346 -0.585 -0.004  0.0186
6 O -1.499 -0.157 -2.114  0.0071
7 H 0.695 0.758 -1.936  0.1094
8 H 1.093 2.012 -0.790  0.1226
9 H -0.641 -1.420 -0.741  0.1475
10 H -2.348 0.188 0.602  0.1010
11 H -2.361 -0.534 -2.331  0.1078
12 C 1.828 -0.595 1.712  -0.0422
13 H 1.286 -1.225 0.960  0.0290
14 H 1.169 0.213 2.003  0.0059
15 H 2.734 -0.246 1.228  0.0179
16 H 2.083 -1.113 2.628  0.0168

Summary:
Structure (SMILES) ... NC(=O)C(O)O.C
Gap between HOMO and LUMO ... 0.4051 Eh

=====

ii) The following is a quantum chemistry calculation of a cluster of 2 separate species, C3H9NO3 in total, from OMol25.

Last column: Löwdin charge in e.
Positions of all 16 atoms, in Å:
1 N 0.590 1.098 1.072  0.0684
2 C -0.450 0.088 0.902  -0.3625
3 C -1.527 0.711 0.053  -0.2047
4 O -1.779 0.361 -1.071  0.0489
5 C 0.036 -1.245 0.343  -0.2205
6 O 0.893 -1.810 1.330  -0.0508
7 H 1.288 0.714 1.678  0.0685
8 H 1.029 1.282 0.163  0.0693
9 H -0.875 -0.125 1.890  0.1510
10 H -2.034 1.579 0.506  0.1318
11 H 0.574 -1.078 -0.595  0.1122
12 H -0.812 -1.904 0.129  0.1251
13 H 1.458 -2.430 0.898  0.0726
14 O 0.834 0.884 -2.168  -0.0604
15 H -0.100 0.773 -2.004  -0.0140
16 H 0.875 1.103 -3.125  0.0651

Summary:
Structure (SMILES) ... N[C@@H](C=O)CO.O
Gap between HOMO and LUMO ... 0.3854 Eh

=====

iii) The following is a quantum chemistry calculation of a cluster of 2 separate species, C3H9NO3 in total, from OMol25.

Last column: Löwdin charge in e.
Positions of all 16 atoms, in Å:
1 C -1.590 -1.804 0.578  0.0111
2 N -0.722 -1.472 -0.352  0.0030
3 O -0.431 -0.115 -0.239  -0.2163
4 C 0.731 0.170 -1.007  -0.1904
5 C 2.009 -0.089 -0.193  -0.2091
6 O 2.092 0.784 0.977  -0.1075
7 H -2.064 -2.805 0.733  0.0820
8 H -1.859 -1.155 1.411  0.0736
9 H 0.700 1.256 -1.157  0.1316
10 H 0.839 -0.459 -1.889  0.1203
11 H 2.857 0.289 -0.771  0.1222
12 H 2.050 -1.124 0.188  0.1194
13 H 1.285 0.655 1.538  0.0925
14 O -2.368 2.063 0.004  -0.0511
15 H -1.837 1.445 -0.459  -0.0258
16 H -1.691 2.360 0.639  0.0446

Summary:
Structure (SMILES) ... C=NOCCO.O
Gap between HOMO and LUMO ... 0.3948 Eh

=====

Which one sits at the bottom of the stability order? iii) does.

=====

i) The following is a quantum chemistry calculation of a cluster of 2 separate species, C3H9NO3 in total, from OMol25.

Last column: Löwdin charge in e.
Positions of all 16 atoms, in Å:
1 O -1.481 -0.317 -0.649  0.0489
2 C -0.770 -0.591 -1.584  -0.2441
3 C 0.707 -0.424 -1.762  -0.1635
4 N 1.550 0.136 -0.695  -0.0366
5 C 1.185 0.036 0.672  -0.2973
6 O 0.754 1.304 1.175  -0.0438
7 H -1.254 -1.105 -2.439  0.1208
8 H 0.947 0.070 -2.704  0.1247
9 H 1.113 -1.441 -1.889  0.1221
10 H 2.120 0.920 -0.917  0.1089
11 H 0.405 -0.686 0.892  0.1116
12 H 2.048 -0.285 1.269  0.1172
13 H -0.135 1.326 1.483  0.0372
14 O -2.740 0.271 2.557  -0.0567
15 H -2.074 -0.346 2.168  0.0425
16 H -2.375 1.133 2.424  0.0082

Summary:
Structure (SMILES) ... O=CCNCO.O
Gap between HOMO and LUMO ... 0.3623 Eh

=====

ii) The following is a quantum chemistry calculation of a cluster of 3 separate species, C3H9NO3 in total, from OMol25.

Last column: Löwdin charge in e.
Positions of all 16 atoms, in Å:
1 O 0.719 -1.321 0.804  0.0317
2 C 1.494 -0.404 0.401  -0.5805
3 N 1.921 0.607 1.137  0.2809
4 C -1.609 -0.122 1.127  -0.0761
5 O -1.046 1.110 0.675  -0.0480
6 C 1.724 -0.378 -1.101  -0.0199
7 H 1.688 0.403 2.117  0.0858
8 H -2.670 0.015 1.373  0.1240
9 H -1.548 -0.687 0.153  0.1102
10 H -0.881 -0.411 1.875  0.0744
11 H 2.385 -1.087 -1.595  0.0788
12 H 2.164 0.621 -1.276  0.0813
13 H 0.724 -0.447 -1.542  0.0630
14 H -1.361 1.177 -0.262  0.0096
15 H -2.064 0.564 -2.363  -0.0080
16 O -1.640 0.361 -1.522  -0.2072

Summary:
Gap between HOMO and LUMO ... 0.1563 Eh

=====

Which one sits at the bottom of the stability order? ii) does.

=====

i) The following is a quantum chemistry calculation of an isolated molecule of C3H4N2S, from OMol25.

Last column: Löwdin charge in e.
Positions of all 10 atoms, in Å:
1 H -0.241 0.601 1.661  0.0480
2 N -1.051 0.318 1.148  0.1181
3 C -1.075 -0.218 0.040  -0.7404
4 C -2.301 -0.670 -0.647  -0.2436
5 N -3.222 -1.138 -1.140  0.1731
6 S 0.251 -0.500 -1.081  0.9048
7 C 1.680 0.241 -0.147  -0.3514
8 H 2.363 0.807 -0.752  0.0250
9 H 2.339 -0.438 0.363  0.0318
10 H 1.256 0.997 0.556  0.0345

Summary:
Structure (SMILES) ... [H]/N=C(/C#N)SC
Gap between HOMO and LUMO ... 0.3725 Eh

=====

ii) The following is a quantum chemistry calculation of an isolated molecule of C3H4N2S, from OMol25.

Last column: Löwdin charge in e.
Positions of all 10 atoms, in Å:
1 C -0.323 0.961 -0.120  -0.6511
2 C -1.447 0.060 -0.647  -0.4663
3 C 1.195 -1.010 0.138  -0.1341
4 N -0.486 2.202 0.082  0.1577
5 N 0.452 0.136 0.491  0.0185
6 S -2.290 -1.057 -0.063  0.8473
7 H 0.595 -1.963 -0.059  0.0824
8 H 1.697 -0.760 -0.728  0.0491
9 H 1.782 -1.316 1.099  0.1188
10 H -1.175 2.747 -0.192  -0.0224

Summary:
Gap between HOMO and LUMO (spin up / spin down) ... 0.2790 / 0.2491 Eh

=====

iii) The following is a quantum chemistry calculation of an isolated molecule of C3H4N2S, from OMol25.

Last column: Löwdin charge in e.
Positions of all 10 atoms, in Å:
1 C 1.635 1.532 -0.211  -0.3320
2 C 1.034 -1.023 0.108  -0.5022
3 C -1.149 -0.231 -0.632  -0.1707
4 N -0.187 -0.821 -0.083  -0.0328
5 N -2.220 0.174 0.075  0.0573
6 S 2.405 0.097 0.048  0.8557
7 H 2.418 2.185 -0.424  -0.1121
8 H 1.440 -2.026 0.453  0.0780
9 H -3.070 -0.042 -0.406  0.0735
10 H -2.305 0.154 1.070  0.0853

Summary:
Gap between HOMO and LUMO (spin up / spin down) ... 0.2874 / 0.2874 Eh

=====

iv) The following is a quantum chemistry calculation of an isolated molecule of C3H4N2S, from OMol25.

Last column: Löwdin charge in e.
Positions of all 10 atoms, in Å:
1 N -1.398 -2.807 -0.300  0.1742
2 C -1.093 -1.845 0.250  -0.2626
3 C -0.578 -0.513 0.431  -0.4789
4 N 0.842 -0.330 0.082  0.0580
5 C -1.616 0.263 -0.434  -0.6831
6 S -2.981 0.804 0.124  0.7680
7 H -1.079 -0.198 1.562  0.1808
8 H 1.522 -0.708 0.802  0.1188
9 H 0.924 -0.834 -0.744  0.0416
10 H -1.144 0.210 -1.436  0.0833

Summary:
Structure (SMILES) ... N#C[C@@H](N)C=S
Gap between HOMO and LUMO ... 0.3186 Eh

=====

Which one sits at the bottom of the stability order? ii) does.